#i
Molecular formula: C27H76N6O11
Method: DFT, ωB97M-V/def2-TZVPD

Its HOMO energy is -9.293 eV. Its total charge is 0. The SMILES is NC(N)=O.NC(N)=O.NC(N)=O.CC(C)O.CC(C)O.CC(C)O.CC(C)O.CC(C)O.CC(C)O.CC(C)O.CC(C)O.

XYZ file:
```
120
C27H76N6O11 ωB97M-V/def2-TZVPD
N -1.69926 -5.41779 -2.13703
C -1.21821 -4.75427 -1.03959
N 0.09527 -5.03948 -0.71909
O -1.90134 -4.07665 -0.28539
H -2.65031 -5.42197 -2.44771
H -1.01395 -5.91538 -2.67605
H 0.47444 -4.43618 -0.01116
H 0.66611 -5.63480 -1.28725
N -1.01799 -1.21884 -0.81886
C -0.10014 -0.39842 -0.24393
N 0.52181 0.46890 -1.10045
O 0.19320 -0.49565 0.94452
H -1.47131 -1.90114 -0.22961
H -1.05220 -1.35138 -1.81780
H 0.12600 0.65805 -2.00581
H 1.09076 1.18041 -0.66925
N -6.04134 -2.26460 0.24455
C -5.26589 -1.60407 -0.68247
N -4.05265 -1.18265 -0.22988
O -5.64833 -1.44806 -1.84392
H -6.96542 -2.49305 -0.06662
H -5.77041 -2.29566 1.21077
H -3.78064 -1.30526 0.73386
H -3.36963 -0.92539 -0.91339
C 2.10138 5.19855 -1.82887
C 2.97403 4.24447 -1.02692
C 3.66250 4.92677 0.16253
O 2.10930 3.21165 -0.45991
H 1.73731 4.75278 -2.75421
H 2.71516 6.06761 -2.07614
H 1.27151 5.57680 -1.23130
H 3.64603 3.74635 -1.73193
H 3.07501 4.87390 1.07331
H 3.88088 5.97537 -0.04937
H 4.62698 4.43261 0.26095
H 2.53301 2.87416 0.33995
C 2.16773 -2.31722 3.25404
C 1.49935 -1.36079 4.22158
C 2.47313 -0.82853 5.27688
O 1.09998 -0.18132 3.51959
H 3.21741 -2.07440 3.11136
H 1.68033 -2.26357 2.27637
H 2.11601 -3.36945 3.54990
H 0.63816 -1.75306 4.77331
H 2.01330 0.06845 5.69426
H 3.42711 -0.58616 4.80964
H 2.64665 -1.48702 6.13181
H 0.86705 -0.40280 2.60120
C -3.97459 0.55222 2.90234
C -2.84808 -0.41691 3.20149
C -2.57917 -0.63211 4.67975
O -3.21835 -1.69982 2.60588
H -4.97348 0.12059 2.87037
H -3.74367 1.16748 2.03460
H -4.06296 1.28664 3.71516
H -1.93001 -0.13892 2.67489
H -3.43436 -1.10105 5.17151
H -2.36120 0.33220 5.14070
H -1.72477 -1.29756 4.82639
H -2.82596 -2.42734 3.10468
C 4.08282 0.27251 -0.05935
C 5.30120 0.72714 0.74455
C 6.57067 0.24907 0.03665
O 5.33776 2.15328 0.83439
H 3.18651 0.80320 0.25326
H 3.89578 -0.79485 0.06807
H 4.24347 0.47152 -1.12039
H 5.31125 0.24954 1.72014
H 6.64450 0.52110 -1.02152
H 6.59243 -0.84452 0.05393
H 7.45953 0.64890 0.52783
H 5.73751 2.50092 0.03191
C 3.35062 0.74002 -3.93022
C 2.05264 0.68242 -4.69143
C 1.56679 2.04596 -5.10422
O 2.31715 -0.12347 -5.84670
H 4.12012 1.21509 -4.54507
H 3.74141 -0.21451 -3.58076
H 3.29820 1.37743 -3.04008
H 1.28436 0.13130 -4.14270
H 0.58972 1.97430 -5.60502
H 2.23068 2.52857 -5.82459
H 1.32424 2.74651 -4.30075
H 1.87596 0.21338 -6.63039
C -2.44881 3.64986 1.02402
C -1.45050 3.75943 -0.11907
C -2.00221 4.44079 -1.35142
O -0.28695 4.44000 0.38118
H -2.70771 4.62608 1.42220
H -2.08009 2.92801 1.75033
H -3.32881 3.13908 0.60847
H -1.12404 2.73046 -0.32449
H -2.92600 3.97293 -1.68180
H -1.25635 4.60920 -2.12888
H -2.28396 5.46226 -1.05984
H 0.47325 4.02945 -0.06403
C -0.25154 -3.76497 2.74557
C -1.24635 -4.92023 2.87938
C -1.28229 -5.46372 4.29040
O -2.55272 -4.50822 2.52410
H -0.36809 -3.25655 1.78561
H 0.75310 -4.18827 2.83620
H -0.39001 -2.98355 3.49702
H -0.86995 -5.72003 2.22549
H -0.36367 -5.99873 4.53523
H -2.10797 -6.16744 4.40032
H -1.40477 -4.65808 5.01773
H -2.57094 -4.30823 1.57724
C -2.57604 1.32200 -2.56139
C -2.50363 0.36561 -3.72988
C -2.47925 1.13109 -5.05276
O -1.29815 -0.42836 -3.61348
H -2.78951 0.82138 -1.62165
H -3.39056 2.01798 -2.77174
H -1.68321 1.93827 -2.46208
H -3.39919 -0.26090 -3.79026
H -3.49989 1.40626 -5.32680
H -2.12374 0.51132 -5.88384
H -1.85840 2.02882 -5.03286
H -1.08763 -0.77506 -4.48602
```

#ii
Molecular formula: C27H76N6O11
Method: DFT, ωB97M-V/def2-TZVPD

Its HOMO energy is -8.658 eV. Its total charge is 0. The SMILES is NC(N)=O.NC(N)=O.NC(N)=O.CC(C)O.CC(C)O.CC(C)O.CC(C)O.CC(C)O.CC(C)O.CC(C)O.CC(C)O.

XYZ file:
```
120
C27H76N6O11 ωB97M-V/def2-TZVPD
N -2.54247 -2.27830 5.92568
C -1.77585 -1.97571 4.86641
N -0.58889 -1.57293 5.24693
O -2.21763 -1.98421 3.75117
H -3.51179 -2.51785 5.77356
H -2.18227 -2.47952 6.84756
H -0.08330 -1.05264 4.54423
H -0.53591 -1.36503 6.23388
N -0.23944 -0.78988 -3.97097
C 0.31719 -1.71681 -4.65141
N 0.13835 -2.84006 -4.14689
O 0.98168 -1.39367 -5.56523
H -0.70322 -0.87386 -3.07769
H -0.34122 0.06214 -4.50370
H -0.14090 -2.82792 -3.17634
H 0.55539 -3.61085 -4.64895
N -3.63755 -3.57338 1.87662
C -3.70944 -4.06449 0.66435
N -4.59142 -4.99662 0.60203
O -2.92797 -3.80530 -0.25908
H -2.91111 -2.95639 2.21086
H -4.46287 -3.76684 2.42573
H -5.19614 -5.39112 1.30827
H -4.59883 -5.37361 -0.33495
C -0.70884 6.26814 0.37281
C -1.18644 4.86471 0.00209
C -0.84067 4.44875 -1.42836
O -0.51987 3.96135 0.85739
H -1.04342 6.54577 1.37234
H -1.08557 7.02996 -0.30969
H 0.37628 6.33138 0.45416
H -2.22735 4.74385 0.30207
H -1.48389 4.90852 -2.17868
H -0.85424 3.37968 -1.64050
H 0.18672 4.77735 -1.58518
H -0.44814 4.32662 1.74228
C 2.02046 -5.15065 2.56323
C 1.93749 -4.57718 3.92099
C 2.43732 -3.06422 3.93749
O 0.56449 -4.46767 4.14205
H 3.03913 -4.92079 2.25085
H 1.33776 -4.64242 1.88227
H 1.92083 -6.23493 2.61334
H 2.56235 -5.14608 4.60947
H 2.46965 -2.59865 2.95246
H 3.50693 -3.15538 4.12649
H 1.83494 -2.41050 4.56827
H 0.42293 -3.89463 4.89914
C -0.11364 -1.44753 1.05867
C -0.80828 -0.78273 -0.11494
C -0.06367 0.43511 -0.74210
O -0.99811 -1.64287 -1.19836
H -0.01004 -0.80353 1.93196
H 0.90326 -1.69459 0.75375
H -0.60546 -2.36604 1.37893
H -1.83330 -0.42237 -0.02799
H -0.59804 0.93527 -1.54980
H 0.99478 0.20972 -0.87249
H 0.10314 1.18420 0.03195
H -1.67511 -2.26345 -0.91882
C 1.49354 4.00959 -4.84447
C 2.63603 3.12050 -4.51805
C 2.19541 1.95851 -3.56503
O 3.12664 2.52127 -5.68041
H 0.52206 3.51701 -4.88559
H 1.67333 4.50970 -5.79613
H 1.46710 4.85217 -4.15349
H 3.44786 3.66318 -4.03376
H 1.35556 1.41898 -4.00281
H 1.94456 2.39660 -2.59898
H 3.05277 1.31467 -3.36878
H 2.26939 2.39158 -6.09260
C 2.68865 0.34479 2.03639
C 3.96048 1.08954 1.72328
C 4.10975 1.09734 0.25407
O 3.66872 2.43342 2.07721
H 1.84693 0.83087 1.54311
H 2.41804 0.34402 3.09227
H 2.80204 -0.68505 1.69775
H 4.83952 0.74260 2.26643
H 4.89563 1.75247 -0.12184
H 3.17805 1.42109 -0.20985
H 4.21827 0.07423 -0.10591
H 3.85971 2.46402 3.01752
C 5.41148 -2.88729 -0.98599
C 3.98191 -3.53576 -0.95073
C 2.91335 -2.75871 -1.73125
O 4.05141 -4.89019 -1.40995
H 5.48586 -1.80217 -0.91469
H 5.86817 -3.07364 -1.95800
H 6.18444 -3.16982 -0.27128
H 3.55956 -3.51238 0.05385
H 3.10637 -2.56355 -2.78612
H 2.79948 -1.76692 -1.29367
H 1.94183 -3.23827 -1.61178
H 3.16810 -5.26548 -1.38715
C -3.74884 3.33703 2.77284
C -2.96607 2.21108 3.39651
C -2.32612 1.21747 2.42335
O -1.95917 2.79283 4.18347
H -4.36158 3.10962 1.90053
H -3.13259 4.18589 2.47659
H -4.40886 3.79356 3.51045
H -3.68494 1.67275 4.01420
H -3.09443 0.65097 1.89717
H -1.81095 0.47981 3.03862
H -1.66760 1.61919 1.65324
H -2.33460 3.10944 5.00834
C -3.25730 1.27569 -2.45081
C -4.23243 1.94876 -3.43096
C -3.54153 2.67285 -4.54812
O -5.12788 1.06448 -4.09256
H -2.54984 0.62833 -2.96901
H -3.65092 0.70817 -1.60755
H -2.62640 2.01216 -1.95314
H -4.72063 2.68281 -2.78992
H -2.80191 3.35427 -4.12774
H -4.14273 3.23447 -5.26314
H -2.88572 1.95735 -5.04417
H -5.71827 1.64221 -4.58171
```

Quick one: least stable of them? #ii